[1]
Formula: CH12N2O4
Source: the OMol25 dataset
Level of theory: ωB97M-V/def2-TZVPD

Element x y z (Å)
N -0.86948 -0.31098 -1.25277
C 0.44512 -0.34896 -0.93847
N 0.98580 -1.42620 -0.49099
H -1.42438 -1.01004 -0.80193
H -1.38465 0.55831 -1.36851
H 1.00058 0.58545 -0.86771
H 1.87404 -1.21481 -0.05142
H 0.65220 -3.39479 3.16436
H 1.77549 -2.52925 2.74108
O 1.39446 -2.89614 3.54027
H -3.15751 3.52026 -2.77700
H -3.05512 4.82661 -3.50452
O -2.59049 3.96848 -3.43506
H -4.31789 1.70037 -0.77305
H -3.91595 0.76716 -1.86409
O -3.74920 1.68578 -1.57090
H 4.16801 -1.64435 4.05081
H 4.88718 -1.52079 2.78747
O 4.88176 -1.11081 3.66210

Output
Charge: -1
Spin multiplicity: 2
HOMO energy (spin up / spin down) (eV): 0.53 / -6.24
Molecular weight (g mol⁻¹): 116.12
ΔE to the lowest compared entry with this formula, charge and spin (eV): 0.585
Frontier orbital gap (spin up / spin down) (Ha): 0.0748 / 0.3199
Maximum force (eV/Å): 1.62


[2]
Formula: CH12N2O4
Source: the OMol25 dataset
Level of theory: ωB97M-V/def2-TZVPD

Element x y z (Å)
N 1.02515 0.85357 1.29506
C 1.34049 1.12550 -0.00745
N 0.64344 1.82929 -0.79128
H 0.05222 0.64886 1.41670
H 1.64475 0.21428 1.71870
H 2.24667 0.69941 -0.29317
H 1.12714 1.90381 -1.70165
H 0.33507 -1.31749 -1.57208
H -0.53389 -1.93138 -0.54193
O 0.38229 -1.85211 -0.77374
H -3.33615 -1.46015 -0.17210
H -2.74156 -0.11013 -0.29302
O -2.56916 -1.02090 -0.43768
H -1.75073 1.99270 0.23856
H -3.12452 2.50906 -0.18149
O -2.70731 1.90300 0.46124
H 3.17649 -2.45035 0.80490
H 1.97706 -1.93197 0.26131
O 2.81255 -1.60499 0.56913

Output
HOMO energy (eV): -9.44
SMILES: [H]/N=C/N.O.O.O.O
Molecular weight (g mol⁻¹): 116.12
ΔE to the lowest compared entry with this formula, charge and spin (eV): 0.649
Frontier orbital gap (Ha): 0.3729
Maximum force (eV/Å): 2.40


[3]
Formula: CH12N2O4
Source: the OMol25 dataset
Level of theory: ωB97M-V/def2-TZVPD

Element x y z (Å)
N 0.82899 -0.59720 -0.52320
C 0.01033 0.41362 -0.96663
N -0.32237 1.36693 -0.20957
H 1.17002 -0.85881 0.39826
H 0.81725 -1.46052 -1.05011
H -0.26625 0.12581 -1.98776
H -0.84332 2.17505 -0.50526
H -1.48724 -1.06752 0.20694
H -2.58934 -0.15974 -0.18583
O -2.12148 -0.93497 -0.52219
H 3.49972 -0.28891 2.48481
H 2.72705 -0.01242 1.30409
O 2.78666 -0.70669 1.98371
H 1.56816 1.30493 3.23808
H 0.49611 1.12983 2.16453
O 0.74576 1.69708 2.90686
H -2.95578 -0.34045 -2.59094
H -1.61657 -1.02614 -2.86656
O -2.44770 -0.75990 -3.27921

Output
HOMO energy (eV): -9.93
SMILES: [H]/N=C/N.O.O.O.O
Molecular weight (g mol⁻¹): 116.12
ΔE to the lowest compared entry with this formula, charge and spin (eV): 1.733
Frontier orbital gap (Ha): 0.3796
Maximum force (eV/Å): 1.82


[4]
Formula: CH12N2O4
Source: the OMol25 dataset
Level of theory: ωB97M-V/def2-TZVPD

Element x y z (Å)
N 0.54856 -0.98644 -0.78310
C 0.74672 0.33567 -1.00004
N -0.04202 1.11775 -0.34799
H -0.18007 -1.20769 -0.10691
H 0.70636 -1.79778 -1.36630
H 1.41914 0.64587 -1.79330
H 0.14505 2.09915 -0.52902
H -1.66359 -0.37764 0.19531
H -2.98971 -0.94983 0.66107
O -2.30896 -1.07240 0.02610
H 2.81512 1.08408 1.79523
H 2.23840 -0.13285 1.05240
O 2.77113 0.14780 1.77813
H 1.00842 2.09154 3.51190
H 0.40300 1.53380 2.14005
O 0.91562 2.25392 2.57837
H -1.87174 -2.24431 -2.32590
H -2.45912 -0.90359 -2.46375
O -2.20234 -1.63705 -3.02224

Output
HOMO energy (eV): -9.98
SMILES: [H]/N=C/N.O.O.O.O
Molecular weight (g mol⁻¹): 116.12
ΔE to the lowest compared entry with this formula, charge and spin (eV): 1.120
Frontier orbital gap (Ha): 0.3870
Maximum force (eV/Å): 1.98


[5]
Formula: CH12N2O4
Source: the OMol25 dataset
Level of theory: ωB97M-V/def2-TZVPD

Element x y z (Å)
N 0.34642 -2.35113 0.68376
C 1.22534 -1.38996 0.32194
N 1.23357 -0.16711 0.63567
H -0.55388 -2.03369 1.11569
H 0.86300 -3.18147 0.94550
H 2.17597 -1.80309 -0.04415
H 1.83674 0.53824 0.14025
H -1.67085 1.99845 -4.26008
H -1.20860 3.23616 -3.38963
O -1.86262 2.53700 -3.52762
H -2.02806 -1.07659 2.27067
H -3.22550 -1.66296 1.69454
O -2.49469 -1.97556 2.33886
H 0.13024 0.63427 2.29459
H -1.28114 1.19132 2.75772
O -0.59459 0.48449 2.79725
H 1.86687 2.05038 -1.79144
H 2.63017 1.47727 -2.94690
O 2.61163 1.49396 -2.03662

Output
HOMO energy (eV): -9.04
SMILES: [H]/N=C/N.O.O.O.O
Molecular weight (g mol⁻¹): 116.12
ΔE to the lowest compared entry with this formula, charge and spin (eV): 2.045
Frontier orbital gap (Ha): 0.3424
Maximum force (eV/Å): 6.21


[6]
Formula: CH12N2O4
Source: the OMol25 dataset
Level of theory: ωB97M-V/def2-TZVPD

Element x y z (Å)
N -2.18546 1.10869 -0.40547
C -1.73184 0.25549 -1.39271
N -1.22255 -0.94741 -1.30213
H -2.15169 0.81641 0.64205
H -3.06489 1.62179 -0.64250
H -1.53570 0.79958 -2.31896
H -1.09100 -1.35408 -2.23266
H 6.53879 2.36472 2.03543
H 6.81340 1.25920 1.16172
O 6.04079 1.67438 1.56567
H -2.00513 -0.55686 2.04205
H -2.67180 0.43581 3.25497
O -2.11163 0.38218 2.49029
H -1.17251 -1.56139 0.27192
H -2.33062 -2.44812 0.99552
O -1.54171 -1.86957 1.13169
H 1.36673 -0.08190 -2.54450
H 1.96211 -1.24292 -1.98977
O 2.09472 -0.65600 -2.76259

Output
HOMO energy (eV): -9.90
SMILES: [H]/N=C/N.O.O.O.O
Molecular weight (g mol⁻¹): 116.12
ΔE to the lowest compared entry with this formula, charge and spin (eV): 1.544
Frontier orbital gap (Ha): 0.3894
Maximum force (eV/Å): 2.27